*A*
This record from the OMol25 dataset describes one molecule with the formula C2H3NO2S2. The level of theory is ωB97M-V/def2-TZVPD.

The charge is 0. The value obtained for the frontier orbital gap (alpha / beta) is 7.4903 / 7.4898 eV. The highest occupied orbital energy (alpha / beta) is -0.2941 / -0.2940 hartree. As for the LUMO energy (alpha / beta): -0.01881 / -0.01880 hartree.

Atoms and positions in Å:
1 C -1.01 -0.60 0.82
2 C -1.58 0.86 -0.81
3 N 0.99 0.74 -0.73
4 O -0.08 -1.31 0.37
5 O 2.53 -0.80 0.45
6 S -2.51 -0.19 -0.08
7 S 1.59 -0.79 -0.59
8 H -0.75 0.00 1.61
9 H 0.79 1.21 0.14
10 H 0.03 0.88 -1.19



*B*
This record from the OMol25 dataset describes C2H3NO2S2 as an isolated structure. The level of theory is ωB97M-V/def2-TZVPD.

The charge is 0. The value obtained for the frontier orbital gap is 8.2503 eV. The highest occupied orbital energy is -0.3444 hartree. As for the LUMO energy: -0.04122 hartree.

Atoms and positions in Å:
1 C 0.58 0.81 0.01
2 C -1.16 -0.24 -0.03
3 N 1.71 0.17 -0.04
4 O 2.80 0.71 -0.16
5 O 1.65 -1.27 -0.04
6 S -2.28 1.06 -0.14
7 S -1.28 -1.86 -0.11
8 H 0.56 1.78 -0.32
9 H -3.46 0.32 0.35
10 H 0.88 -1.49 0.48



*C*
This record from the OMol25 dataset describes one molecule with the formula C2H3NO2S2. The level of theory is ωB97M-V/def2-TZVPD.

The charge is 0. Its SMILES is O=S1(=O)C=NCS1. The value obtained for the frontier orbital gap is 9.5577 eV. The highest occupied orbital energy is -0.3555 hartree. As for the LUMO energy: -0.00421 hartree.

Atoms and positions in Å:
1 O 2.30 0.24 0.99
2 S 1.39 0.24 -0.16
3 O 1.81 0.89 -1.34
4 C -0.21 1.14 0.37
5 N -1.15 0.43 0.09
6 C -1.26 -0.88 -0.05
7 S 0.70 -1.67 -0.37
8 H -0.29 2.15 0.57
9 H -1.52 -1.36 0.90
10 H -1.77 -1.18 -0.98



*D*
This record from the OMol25 dataset describes a 2-piece molecular cluster, C2H3NO2S2 overall. The level of theory is ωB97M-V/def2-TZVPD.

The charge is 0. The value obtained for the frontier orbital gap is 7.3797 eV. The highest occupied orbital energy is -0.3200 hartree. As for the LUMO energy: -0.04878 hartree.

Atoms and positions in Å:
1 C -0.93 -0.52 0.66
2 C -1.34 0.57 0.08
3 N -1.69 1.53 -0.57
4 O 2.02 1.35 0.41
5 O 2.53 -0.85 -0.37
6 S -0.86 -2.20 -0.09
7 S 2.54 0.55 -0.66
8 H -0.21 -0.46 1.32
9 H 0.40 -2.07 -0.35
10 H -2.46 2.10 -0.43



Stability order, top to bottom: *D*, *C*, *B*, *A*



*A*
This record from the OMol25 dataset describes a 2-piece molecular cluster, C10H18N3 overall. The level of theory is ωB97M-V/def2-TZVPD.

The charge is +1. The value obtained for the frontier orbital gap is 8.4499 eV. The highest occupied orbital energy is -0.4240 hartree. As for the LUMO energy: -0.11347 hartree.

Atoms and positions in Å:
1 C -1.85 0.83 1.09
2 C -2.86 1.27 2.23
3 C -0.75 -0.06 1.65
4 C 0.40 0.51 2.12
5 C -0.77 -1.46 1.63
6 C 1.49 -0.13 2.62
7 C 0.29 -2.23 2.12
8 C 1.45 -1.56 2.61
9 H -2.32 0.01 0.33
10 H -1.50 1.69 0.55
11 H -3.22 2.25 1.90
12 H 0.47 1.64 2.15
13 H -1.74 -1.92 1.24
14 H 2.38 0.43 3.09
15 H 0.30 -3.28 2.06
16 H 2.24 -2.05 3.32
17 H -2.25 1.36 3.08
18 H -3.63 0.45 2.35
19 C 1.41 1.87 -2.91
20 C 0.83 -0.53 -2.78
21 N 1.66 0.51 -2.50
22 N -0.35 -0.23 -3.34
23 N 1.00 -1.77 -2.39
24 H 2.48 0.26 -1.88
25 H -0.81 0.62 -3.16
26 H -0.81 -0.95 -3.91
27 H 1.83 -2.04 -1.86
28 H 0.20 -2.32 -2.36
29 H 0.45 2.33 -3.00
30 H 2.12 1.97 -3.86
31 H 1.88 2.56 -2.20



*B*
This record from the OMol25 dataset describes an isolated ion of composition C10H18N3 and charge +1. The level of theory is ωB97M-V/def2-TZVPD.

The charge is +1. Its SMILES is C=C[C@@H](C)/C=C/[N@H+](C)CCN=C=N. The value obtained for the frontier orbital gap is 10.2516 eV. The highest occupied orbital energy is -0.4676 hartree. As for the LUMO energy: -0.09087 hartree.

Atoms and positions in Å:
1 C 2.84 -1.17 -2.27
2 C 2.59 -0.53 -1.13
3 C 1.85 -1.29 0.04
4 C 2.88 -1.32 1.24
5 C 0.57 -0.50 0.59
6 C -0.68 -0.74 0.20
7 N -1.76 0.07 0.68
8 C -2.87 -0.57 1.45
9 C -2.55 0.81 -0.50
10 C -1.64 1.87 -1.20
11 N -1.08 2.62 -0.08
12 C -0.37 3.60 -0.03
13 N 0.24 4.65 0.11
14 H 3.33 -0.69 -3.08
15 H 2.39 -2.13 -2.54
16 H 2.97 0.46 -0.93
17 H 1.54 -2.32 -0.16
18 H 2.31 -1.23 2.18
19 H 3.54 -0.44 1.24
20 H 3.35 -2.30 1.43
21 H 0.87 0.33 1.18
22 H -0.82 -1.42 -0.64
23 H -1.28 0.75 1.27
24 H -2.46 -1.26 2.22
25 H -3.45 0.25 1.92
26 H -3.40 -1.07 0.71
27 H -3.30 1.47 -0.13
28 H -2.93 0.09 -1.15
29 H -0.99 1.32 -1.94
30 H -2.22 2.58 -1.81
31 H 0.11 5.54 0.42



Stability order, top to bottom: *A*, *B*



*A*
This record from the OMol25 dataset describes a 2-piece molecular cluster, C3H9BO3 overall. The level of theory is ωB97M-V/def2-TZVPD.

The charge is 0. Its SMILES is CC(C)=O.OBO. The value obtained for the frontier orbital gap is 10.5593 eV. The highest occupied orbital energy is -0.3662 hartree. As for the LUMO energy: 0.02187 hartree.

Atoms and positions in Å:
1 C 1.53 -0.87 -0.55
2 C 1.28 0.25 0.46
3 C 2.19 1.41 0.29
4 O 0.42 0.12 1.29
5 H 2.17 -0.59 -1.40
6 H 0.77 -1.51 -0.95
7 H 2.08 -1.64 0.01
8 H 1.72 2.37 0.07
9 H 2.90 1.26 -0.43
10 H 2.70 1.52 1.28
11 O -2.49 0.46 -0.84
12 B -3.06 -0.69 -0.40
13 O -3.33 -1.07 0.86
14 H -2.06 1.06 -0.17
15 H -3.59 -1.51 -1.16
16 H -3.22 -0.57 1.63



*B*
This record from the OMol25 dataset describes one molecule with the formula C3H9BO3. The level of theory is ωB97M-V/def2-TZVPD.

The charge is 0. Its SMILES is CC(C)(O)B(O)O. The value obtained for the frontier orbital gap is 9.1623 eV. The highest occupied orbital energy is -0.3337 hartree. As for the LUMO energy: 0.00298 hartree.

Atoms and positions in Å:
1 C 1.48 0.18 0.77
2 C -0.02 -0.20 0.59
3 C -0.97 0.68 1.42
4 O -0.10 -1.56 0.93
5 B -0.06 -0.08 -1.38
6 O -0.59 1.02 -2.01
7 O 0.27 -1.19 -2.12
8 H 1.72 1.14 0.30
9 H 2.01 -0.76 0.33
10 H 1.56 0.12 1.79
11 H -1.96 0.14 1.40
12 H -1.17 1.82 1.14
13 H -0.80 0.70 2.54
14 H -0.84 -1.94 0.42
15 H -0.60 1.07 -3.00
16 H 0.08 -1.14 -3.11



Stability order, top to bottom: *A*, *B*



*A*
This record from the OMol25 dataset describes a 13-piece molecular cluster, C5H34NO13S overall. The level of theory is ωB97M-V/def2-TZVPD.

The charge is -1. The value obtained for the frontier orbital gap is 6.6017 eV. The highest occupied orbital energy is -0.1537 hartree. As for the LUMO energy: 0.08890 hartree.

Atoms and positions in Å:
1 O -0.90 0.70 2.00
2 C -0.32 -0.18 1.35
3 N 0.75 -0.74 1.99
4 C 1.70 -1.74 1.44
5 C 2.87 -1.07 0.66
6 S 3.62 -2.54 -0.35
7 C -0.89 -0.73 0.14
8 C -0.25 -0.09 -1.04
9 H 1.39 -0.01 2.46
10 H 1.08 -2.53 0.78
11 H 2.06 -2.35 2.28
12 H 3.70 -0.77 1.36
13 H 2.43 -0.16 0.08
14 H -1.99 -0.56 0.13
15 H -0.64 -1.74 0.14
16 H 0.44 0.76 -0.86
17 H -1.00 0.43 -1.63
18 H 0.50 -0.76 -1.55
19 H 3.18 1.19 0.82
20 H 2.43 2.62 1.08
21 O 2.85 1.76 1.50
22 H -3.95 2.55 -1.15
23 H -2.50 1.86 -1.63
24 O -3.52 2.10 -1.82
25 H -2.36 -1.70 2.99
26 H -1.80 -3.05 2.97
27 O -2.62 -2.58 2.86
28 H 0.13 2.14 2.55
29 H 1.58 2.47 2.46
30 O 0.70 2.90 2.53
31 H 2.59 0.28 -3.47
32 H 1.60 1.37 -4.00
33 O 2.55 1.16 -3.89
34 H -3.05 2.74 1.26
35 H -2.56 1.38 1.26
36 O -3.06 2.02 0.78
37 H -0.42 -4.37 0.40
38 H -2.03 -4.36 0.63
39 O -1.19 -4.10 1.05
40 H 2.65 -0.82 -1.73
41 H 2.20 -1.94 -2.65
42 O 1.99 -1.08 -2.40
43 H -4.39 0.18 -0.59
44 H -4.17 -0.72 -2.03
45 O -4.25 -0.69 -1.05
46 H -1.02 -3.07 -1.48
47 H -2.21 -2.36 -2.00
48 O -1.91 -3.21 -1.94
49 H 2.52 1.61 -2.10
50 H 2.69 2.87 -1.53
51 O 2.30 2.08 -1.30
52 H -0.02 3.90 0.20
53 H 0.28 4.26 1.41
54 O 0.19 4.67 0.62



*B*
This record from the OMol25 dataset describes a 13-piece molecular cluster, C5H34NO13S overall. The level of theory is ωB97M-V/def2-TZVPD.

The charge is -1. The value obtained for the frontier orbital gap is 8.4217 eV. The highest occupied orbital energy is -0.2300 hartree. As for the LUMO energy: 0.07948 hartree.

Atoms and positions in Å:
1 C 0.90 -0.09 -1.49
2 N 0.78 0.92 -0.47
3 C 1.94 1.22 0.37
4 C 1.49 2.26 1.36
5 S 0.23 1.77 2.58
6 C 3.20 1.67 -0.42
7 O 3.22 2.80 -0.82
8 C 0.30 0.22 -2.89
9 H 0.40 -1.06 -1.17
10 H 1.91 -0.44 -1.73
11 H 0.25 1.75 -0.68
12 H 2.09 0.19 0.83
13 H 2.36 2.70 1.91
14 H 1.00 3.06 0.85
15 H 3.94 0.89 -0.72
16 H 0.50 -0.72 -3.46
17 H -0.81 0.22 -2.85
18 H 0.94 0.91 -3.42
19 H 3.31 -2.17 1.87
20 H 4.52 -1.62 1.22
21 O 4.23 -1.91 2.09
22 H -3.78 3.42 1.79
23 H -3.76 2.56 0.55
24 O -3.80 3.49 0.83
25 H 0.33 -3.84 -0.26
26 H 1.32 -4.04 -1.47
27 O 0.44 -4.21 -1.14
28 H 0.77 -3.27 2.35
29 H 0.62 -2.01 1.59
30 O 1.39 -2.78 1.78
31 H -3.49 0.74 -1.33
32 H -3.02 1.91 -2.09
33 O -3.77 1.65 -1.53
34 H -0.45 3.88 0.54
35 H -2.02 3.57 0.53
36 O -1.13 3.29 0.21
37 H -2.65 -2.82 -0.99
38 H -2.62 -3.61 -2.25
39 O -3.03 -2.82 -1.90
40 H -0.59 0.99 1.79
41 H -0.48 -1.02 0.70
42 O -0.67 -1.43 1.57
43 H -1.16 4.27 -2.76
44 H -0.04 4.36 -1.88
45 O -0.25 4.63 -2.78
46 H -2.57 -0.83 3.65
47 H -1.52 -1.80 3.08
48 O -2.22 -1.73 3.77
49 H 2.57 -2.63 0.42
50 H 2.69 -1.40 -0.59
51 O 2.75 -2.35 -0.51
52 H -1.62 -2.38 0.93
53 H -2.58 -3.23 1.68
54 O -2.33 -3.13 0.75



Stability order, top to bottom: *B*, *A*